# 1
A gas-phase ion, C6H13N2 (charge +1) at a distorted geometry, computed with the ωB97M-V functional and the def2-TZVPD basis.

The geometry in XYZ format:
```
21
C6H13N2, DFT the ωB97M-V functional and the def2-TZVPD basis
H 1.04075 -1.09335 -1.51677
H 0.21498 1.71546 1.48982
H -2.87199 -1.31325 0.66162
H 0.36840 0.26836 2.13545
H -2.07660 1.27827 -1.02227
C -1.74821 0.31535 -1.36031
H -1.60339 -1.01189 1.79399
H -2.33835 0.55682 1.25244
C -1.08849 -0.52408 -0.13556
H 4.26928 0.65810 0.08812
N 1.21874 -0.34936 -0.78800
C 0.21806 0.03461 0.06505
N 3.28989 0.70075 -0.14900
H -1.17067 0.65444 -2.16966
H -2.68694 -0.14567 -1.59353
H 3.07864 -1.09854 -1.11604
C -2.11867 -0.53232 0.97948
H -1.06056 -1.52598 -0.55422
H 1.78727 0.86042 1.32034
C 2.61613 -0.20855 -0.71912
C 0.66172 0.76040 1.33816
```

ΔE to the lowest compared entry with this formula, charge and spin (kJ/mol): 240.4
Max |F| (eV Å⁻¹): 5.77
Net charge: +1
HOMO-LUMO gap (eV): 9.3

Atomic partial charges in e from the natural (NBO) method, atoms 1 to 6:
1. H 0.437
2. H 0.280
3. H 0.258
4. H 0.252
5. H 0.224
6. C -0.586

=====

# 2
A gas-phase ion, C6H13N2 (charge +1) at a distorted geometry, computed with the ωB97M-V functional and the def2-TZVPD basis.

The geometry in XYZ format:
```
21
C6H13N2, DFT the ωB97M-V functional and the def2-TZVPD basis
H 2.90962 1.53137 -0.77210
H -0.11552 -2.08226 1.36952
H 3.72998 0.02129 0.01456
H -1.80540 2.26614 0.44948
H -0.21668 2.57705 0.21868
C -1.16819 -0.51613 0.40107
C 2.81259 0.79210 0.00098
H -2.79950 -1.32618 -0.67091
H 2.04282 -1.93857 0.08903
C 1.59544 0.06462 0.08149
H -2.80703 0.36000 -0.65909
H -1.81830 -0.83931 1.38239
C -2.13657 -0.53297 -0.78461
H -1.16353 1.54163 -0.95196
C -0.02374 -1.63055 0.35741
N -0.46306 0.69294 0.74966
H -0.18876 -2.29842 -0.48900
C -0.85885 1.82480 0.03577
H 2.87561 1.41084 0.84389
H -1.71380 -0.77171 -1.79363
N 1.31288 -1.14668 0.12734
```

ΔE to the lowest compared entry with this formula, charge and spin (kJ/mol): 493.5
Max |F| (eV Å⁻¹): 3.76
Net charge: +1
HOMO-LUMO gap (alpha / beta) (eV): 8.2 / 8.4

Atomic partial charges in e from the natural (NBO) method, atoms 1 to 6:
1. H 0.297
2. H 0.247
3. H 0.250
4. H 0.250
5. H 0.227
6. C -0.092

=====

# 3
A gas-phase ion, C6H13N2 (charge +1) at a distorted geometry, computed with the ωB97M-V functional and the def2-TZVPD basis.

The geometry in XYZ format:
```
21
C6H13N2, DFT the ωB97M-V functional and the def2-TZVPD basis
H 0.23662 2.38398 1.35109
C -1.03683 -0.02503 -0.72664
H -0.17368 2.42596 -0.25041
C -0.85556 0.79208 0.61525
C 3.09563 -2.23904 -0.36824
H -0.18118 -2.53647 -0.20479
H 1.07168 1.23372 0.22889
C 0.73239 -1.84332 -0.65535
C -2.10170 1.37448 1.10681
H 0.79623 -0.05871 -2.00168
H 3.35149 -1.89164 0.74284
H -2.39173 2.17072 0.40504
H -2.29753 1.73204 2.10744
C 0.28625 -0.62815 -1.05631
N 2.00117 -2.36205 -1.03930
H -1.54353 0.53283 -1.52974
N 0.19508 1.86140 0.50118
H -1.92728 -0.80730 -0.76518
H -0.44534 0.11944 1.36472
H 4.01641 -2.56850 -0.92096
H -2.82859 0.33356 1.09533
```

ΔE to the lowest compared entry with this formula, charge and spin (kJ/mol): 399.5
Max |F| (eV Å⁻¹): 4.56
Net charge: +1
HOMO-LUMO gap (eV): 9.0

Atomic partial charges in e from the natural (NBO) method, atoms 1 to 6:
1. H 0.445
2. C -0.487
3. H 0.436
4. C -0.055
5. C -0.003
6. H 0.229

=====

# 4
A gas-phase ion, C6H13N2O (charge +1) at a distorted geometry, computed with the ωB97M-V functional and the def2-TZVPD basis.

The geometry in XYZ format:
```
22
C6H13N2O, DFT the ωB97M-V functional and the def2-TZVPD basis
H -0.17407 2.27198 -1.31003
H 2.19464 -2.21439 -0.34813
H -2.63395 -1.19238 -1.15614
C -1.67009 -1.00727 -1.51036
H 0.60625 1.96792 0.38995
C 0.43269 1.02993 2.41717
C -1.02600 1.62870 -1.53470
O -0.58106 -1.86945 -0.99916
H -1.77260 -1.15431 -2.54567
N 0.80808 1.04558 0.96960
H -1.92500 2.20019 -1.54215
N -1.09481 0.36168 -0.80850
C 0.32469 -1.24428 -0.15051
H 0.83921 1.89449 2.77390
H -0.68474 1.41598 -2.63655
C 0.20771 0.10265 0.04410
H 0.82102 0.21202 2.89315
C 1.35882 -2.16785 0.25689
H -0.65991 0.77030 2.56661
H 1.77681 0.99377 0.71933
H 1.84059 -1.94690 1.17297
H 1.01172 -3.09836 0.33825
```

ΔE to the lowest compared entry with this formula, charge and spin (kJ/mol): 529.8
Max |F| (eV Å⁻¹): 6.99
Net charge: +1
HOMO-LUMO gap (eV): 8.3

Atomic partial charges in e from the natural (NBO) method, atoms 1 to 6:
1. H 0.175
2. H 0.252
3. H 0.187
4. C 0.160
5. H 0.463
6. C -0.398

=====

# 5
A molecular structure, C6H13N2O4S3SbV, computed with the ωB97M-V functional and the def2-TZVPD basis.

The geometry in XYZ format:
```
30
C6H13N2O4S3SbV, DFT the ωB97M-V functional and the def2-TZVPD basis
Sb 0.69111 -3.41792 1.51270
H 0.04316 1.83294 4.79671
H -1.71308 -0.22856 -2.54837
H 0.27209 -1.84764 -4.17281
H -2.52762 1.50050 1.06081
H 2.45346 -0.16276 -3.54885
C -0.87325 0.98765 2.12114
V 1.42150 -0.76055 0.89486
H -0.25170 0.11327 4.47980
C -0.95881 0.29098 -3.13608
S -1.27193 -3.04116 2.53322
C 0.74174 -0.34600 -1.42708
S 2.16137 -1.97648 2.90318
H -0.94132 1.34640 -2.85573
H 1.25090 0.27703 -4.78419
O 1.89925 -0.06920 -1.01267
N -1.54690 1.28576 0.97517
H -1.32081 0.63637 0.22493
C -0.71895 1.09165 4.55365
C 0.40380 -0.35537 -2.91726
H -2.17691 2.00581 3.29452
C 1.49739 0.32633 -3.72098
N -1.38329 1.39053 3.29445
H -1.22537 0.22902 -4.19278
S 3.55150 -1.50047 1.45851
O -0.14294 -0.65191 -0.57051
O 0.19567 0.35334 2.09781
O 0.34418 -1.75142 -3.21651
H -1.46612 1.06640 5.34332
H 1.59189 1.37546 -3.44096
```

ΔE to the lowest compared entry with this formula, charge and spin (kJ/mol): 73.7
Max |F| (eV Å⁻¹): 0.43
HOMO-LUMO gap (alpha / beta) (eV): 7.2 / 6.6
Spin multiplicity: 4
Expectation value of S²: 3.82

Atomic partial charges in e from the natural (NBO) method, atoms 1 to 6:
1. Sb 0.774
2. H 0.198
3. H 0.234
4. H 0.470
5. H 0.387
6. H 0.239

=====

# 6
A single C6H13N2OP molecule at a distorted geometry, computed with the ωB97M-V functional and the def2-TZVPD basis.

The geometry in XYZ format:
```
23
C6H13N2OP, DFT the ωB97M-V functional and the def2-TZVPD basis
H 2.58559 0.91194 -1.01111
H -1.80750 1.88153 1.48277
C -2.03770 -0.96243 -0.73500
H -1.39357 0.97721 -1.71363
C -0.67375 1.74505 1.62080
H -0.29351 1.55611 2.70345
H -1.61169 -1.97181 -1.12590
P 1.39974 -0.05293 0.89035
H -0.09017 -0.07348 -1.53760
H 0.13052 -2.89275 -0.00059
H -3.11256 -0.98652 -0.92795
H 1.76213 -2.83662 1.14790
H 1.79202 -3.13033 -0.62978
H 2.73861 1.89244 0.16805
N -2.00440 -1.19790 0.78462
C -0.44306 0.40806 0.94932
H 1.08660 1.87698 -0.68049
N -1.27169 -0.51178 1.48520
H -0.04282 2.49171 1.02545
C 1.27788 -2.62822 0.21082
C -1.08409 0.12935 -1.13590
C 1.96212 1.31160 -0.33605
O 1.47729 -1.27735 -0.18330
```

ΔE to the lowest compared entry with this formula, charge and spin (kJ/mol): 444.8
Max |F| (eV Å⁻¹): 4.36
HOMO-LUMO gap (eV): 9.1

Atomic partial charges in e from the natural (NBO) method, atoms 1 to 6:
1. H 0.236
2. H 0.235
3. C -0.368
4. H 0.204
5. C -0.675
6. H 0.237

=====

# 7
A molecular structure, C6H13N2Pd at a distorted geometry, computed with the ωB97M-V functional and the def2-TZVPD basis.

The geometry in XYZ format:
```
22
C6H13N2Pd, DFT the ωB97M-V functional and the def2-TZVPD basis
H -2.13269 -1.35188 1.36439
H 1.61295 0.42121 1.93252
H 1.54659 0.03335 4.37788
H -1.78265 -0.09485 -0.68456
H -0.42932 -1.26568 -0.89240
C 0.68670 -0.28618 3.77259
Pd -0.24603 0.27740 -0.43505
H 0.06112 -0.46343 -2.62246
C -1.35785 -1.04257 2.07742
C -1.50012 -1.29522 3.45909
N -0.28885 -0.39829 1.58945
H 1.77796 0.30053 -2.22334
H 0.17779 1.29545 -2.48682
H -2.39976 -1.77833 3.81658
C 0.74186 -0.06482 2.40051
C 0.66262 0.35220 -2.17063
H 0.85311 2.29762 1.16314
N 0.13500 2.36998 0.42967
H -0.71359 2.74339 0.87550
H -0.52922 -1.06384 5.39171
H 0.45149 3.04933 -0.25293
C -0.44991 -0.89209 4.32228
```

ΔE to the lowest compared entry with this formula, charge and spin (kJ/mol): 118.7
Max |F| (eV Å⁻¹): 3.28
Net charge: -1
HOMO-LUMO gap (alpha / beta) (eV): 3.8 / 7.0
Spin multiplicity: 3
Expectation value of S²: 2.02

Atomic partial charges in e from the natural (NBO) method, atoms 1 to 6:
1. H 0.189
2. H 0.158
3. H 0.186
4. H -0.291
5. H 0.000
6. C -0.256

=====

# 8
A single C6H13N3 molecule at a distorted geometry, computed with the ωB97M-V functional and the def2-TZVPD basis.

The geometry in XYZ format:
```
22
C6H13N3, DFT the ωB97M-V functional and the def2-TZVPD basis
N 1.92379 1.06925 -0.59430
H -0.32082 2.38482 -0.14142
H 1.91533 -1.25749 1.81386
C -0.02571 -0.24102 0.02087
C -0.90851 0.48795 -0.90098
C 2.30792 -0.73307 0.94616
H -1.88621 -1.84528 2.38866
H -1.47433 -1.01379 -1.85457
H -1.02513 -0.31917 2.61185
H 3.07828 -0.08627 1.38417
C -0.60574 -1.44633 0.66569
H -1.13474 -2.00904 -0.11374
N -1.71169 -0.00119 -1.78186
H -1.61363 2.41021 -1.29327
H 0.21141 -1.98019 1.09938
C 1.32160 -0.00536 0.08586
N -0.99597 1.83566 -0.64460
H 2.89826 -1.53791 0.31962
H 2.86624 0.90138 -1.04242
C -1.57085 -0.93751 1.82953
H -2.38386 -0.30653 1.40768
H 1.24412 1.58533 -1.31730
```

ΔE to the lowest compared entry with this formula, charge and spin (kJ/mol): 107.2
Max |F| (eV Å⁻¹): 3.49
HOMO-LUMO gap (eV): 8.8

Atomic partial charges in e from the natural (NBO) method, atoms 1 to 6:
1. N -0.852
2. H 0.397
3. H 0.229
4. C -0.191
5. C 0.413
6. C -0.667

=====

# 9
2 unconnected molecules or ions with the total composition C6H13N3O2 at a distorted geometry, computed with the ωB97M-V functional and the def2-TZVPD basis.

The geometry in XYZ format:
```
24
C6H13N3O2, DFT the ωB97M-V functional and the def2-TZVPD basis
H -3.39353 0.16528 1.65276
H 3.21915 2.07534 0.08061
O -0.79245 0.95011 1.70340
N -2.60965 -1.79564 -0.48621
C 1.67725 0.65323 0.63565
N 0.35345 0.20108 0.02864
H 2.24037 1.38295 -1.31645
H 0.63573 -3.02374 -0.90640
H -0.43043 -0.86182 -1.45970
H 1.22645 -0.59164 -1.60785
H -4.60064 0.57898 0.48370
C 0.48149 -2.16158 -0.17996
C 0.44309 -0.82828 -0.91653
C -3.28982 -0.81442 -0.16353
H -4.46966 -1.07467 1.40575
H -0.51108 -2.23149 0.28614
H 1.42053 1.12878 1.59049
H 1.59066 2.59616 -0.36566
H 2.24225 -0.35803 0.72146
C 2.26189 1.74689 -0.24632
H 1.24467 -2.12723 0.60318
C -4.02585 -0.19419 0.88934
N -0.78917 0.37526 0.61567
O -2.87141 -0.48897 -1.37189
```

ΔE to the lowest compared entry with this formula, charge and spin (kJ/mol): 601.3
Max |F| (eV Å⁻¹): 3.35
HOMO-LUMO gap (eV): 10.0

Atomic partial charges in e from the natural (NBO) method, atoms 1 to 6:
1. H 0.286
2. H 0.220
3. O -0.462
4. N -0.191
5. C -0.270
6. N -0.200

=====

# 10
A gas-phase ion, C6H13N4 (charge +1) at a distorted geometry, computed with the ωB97M-V functional and the def2-TZVPD basis.

The geometry in XYZ format:
```
23
C6H13N4, DFT the ωB97M-V functional and the def2-TZVPD basis
N 0.77510 -1.43419 -1.14203
C 0.05637 -1.31129 1.21319
N 1.62682 0.58685 -2.18698
H -0.14456 2.71354 -0.54536
C 0.16074 -2.17879 -0.02849
C -1.83157 0.38691 0.68702
H 2.27921 0.56112 -3.94651
H 0.89357 -1.98688 -2.05817
H 0.80938 -3.01368 0.29968
C 0.93508 -0.10319 -1.13829
N 1.90563 -0.08246 -3.18814
H -2.42301 0.22614 1.58936
C 0.72834 2.11094 -0.20229
N 0.41384 0.66913 -0.22597
H 1.07221 -1.28070 1.50528
H 1.00109 2.23377 0.82339
H -2.20893 1.29376 0.35280
H -0.52375 -1.70998 1.98517
C -0.39511 0.17909 0.98788
H -0.75694 -2.56435 -0.33353
H 1.72907 2.28593 -0.82800
H -2.22612 -0.28428 -0.01759
H -0.07701 0.83478 1.77128
```

ΔE to the lowest compared entry with this formula, charge and spin (kJ/mol): 177.5
Max |F| (eV Å⁻¹): 3.02
Net charge: +1
HOMO-LUMO gap (eV): 9.3

Atomic partial charges in e from the natural (NBO) method, atoms 1 to 6:
1. N -0.559
2. C -0.418
3. N -0.171
4. H 0.237
5. C -0.213
6. C -0.649

=====

# 11
A gas-phase ion, C6H13N4 (charge +1) at a distorted geometry, computed with the ωB97M-V functional and the def2-TZVPD basis.

The geometry in XYZ format:
```
23
C6H13N4, DFT the ωB97M-V functional and the def2-TZVPD basis
H 0.49465 2.03543 0.53846
C -0.07951 1.62671 -0.35661
C -0.49846 -0.83941 0.08035
H -1.60415 -2.57291 -0.37021
H 3.07183 0.49320 1.53999
C -2.36339 0.62158 -0.18563
H -2.55370 0.87242 -1.29804
H 1.51986 0.21129 2.28697
N -0.89565 0.48010 -0.05409
C 2.11445 -0.02809 1.39303
N -1.57042 -1.63033 0.13858
H -2.73309 1.23233 0.58943
N 0.72958 -1.21469 -0.02087
H 3.46918 0.45426 -0.55003
H 3.40571 -1.27846 -0.66238
H 2.35526 -0.54551 -1.79766
H -3.05745 -0.71198 1.17227
H -3.73777 -1.10899 -0.30011
C -2.81185 -0.78090 0.15450
C 2.82324 -0.45897 -0.77034
H 0.79995 1.26983 -1.03479
H -0.65365 2.35506 -0.73036
N 1.77540 -0.48196 0.23754
```

ΔE to the lowest compared entry with this formula, charge and spin (kJ/mol): 297.9
Max |F| (eV Å⁻¹): 6.41
Net charge: +1
HOMO-LUMO gap (eV): 9.0

Atomic partial charges in e from the natural (NBO) method, atoms 1 to 6:
1. H 0.197
2. C -0.383
3. C 0.627
4. H 0.445
5. H 0.215
6. C -0.214